Entry from the Open Molecules 2025 dataset: a cluster of 2 separate species, C11H12NO2 in total (ωB97M-V/def2-TZVPD).

Last column: natural (NBO) charge in e.
CARTESIAN COORDINATES (ANGSTROEM)
C 0.159 0.769 -3.734  -0.63
C -0.729 1.116 -1.307  0.00
C 0.477 -0.346 -0.166  0.14
C -0.023 0.435 -2.271  -0.13
C 0.721 -0.669 -1.567  -0.08
C 0.939 -1.159 0.877  -0.22
C 1.706 -2.289 0.507  -0.24
C 1.340 -1.885 -1.934  -0.25
C 1.905 -2.598 -0.849  -0.24
N -0.211 0.859 -0.075  -0.56
H -0.397 1.516 0.754  0.48
H -1.638 1.762 -1.370  0.20
H 0.754 -0.856 1.846  0.24
H 0.993 0.176 -4.107  0.21
H 0.323 1.827 -3.726  0.22
H 2.120 -2.937 1.279  0.20
H 1.342 -2.301 -2.921  0.21
H 2.535 -3.569 -1.066  0.19
H -0.682 0.448 -4.265  0.20
C -2.325 1.175 3.574  -0.75
C -0.844 1.619 3.252  0.79
O -0.732 2.234 2.179  -0.82
O 0.090 1.182 3.991  -0.77
H -2.814 1.381 2.685  0.21
H -2.657 1.856 4.292  0.20
H -2.350 0.254 4.122  0.21

Net charge   -1
Largest force on an atom   0.0602 hartree/bohr
Energy   -631.63207 Ha
Kohn-Sham gap   7.71 eV

---

Entry from the Open Molecules 2025 dataset: a cluster of 2 separate species, C11H12NO2 in total (ωB97M-V/def2-TZVPD).

Last column: natural (NBO) charge in e.
CARTESIAN COORDINATES (ANGSTROEM)
C 2.009 2.937 1.755  -0.74
C 2.437 3.528 0.390  0.75
O 2.922 2.734 -0.438  -0.80
O 2.194 4.751 0.202  -0.80
H 1.058 2.473 1.534  0.20
H 1.896 3.705 2.519  0.19
H 2.784 2.235 2.051  0.20
C -1.139 -3.739 -1.232  -0.63
C -1.085 -0.397 0.448  0.13
C -0.618 -1.299 -0.520  -0.11
C -1.392 -2.529 -0.391  -0.08
C -2.270 -2.314 0.627  -0.05
C 0.217 1.308 -0.537  -0.18
C -0.697 0.949 0.440  -0.24
C 0.749 0.379 -1.454  -0.22
C 0.386 -0.940 -1.434  -0.20
N -2.220 -0.990 1.036  -0.55
H 0.580 2.322 -0.554  0.25
H -1.172 1.566 1.192  0.21
H 1.518 0.838 -2.065  0.24
H 0.689 -1.649 -2.193  0.20
H -2.457 -0.685 1.970  0.39
H -2.972 -2.985 1.097  0.20
H -0.429 -4.470 -0.849  0.21
H -0.890 -3.465 -2.256  0.21
H -2.097 -4.262 -1.339  0.21

Net charge   -1
Largest force on an atom   0.0334 hartree/bohr
Energy   -631.65148 Ha
Kohn-Sham gap   6.75 eV

---

Entry from the Open Molecules 2025 dataset: a structure of composition C11H12NO3 (ωB97M-V/def2-TZVPD).

Last column: Mulliken spin population.
CARTESIAN COORDINATES (ANGSTROEM)
C -0.624 0.499 -0.274  -0.02
C -1.162 -0.034 -1.504  0.48
C -0.620 -1.232 -2.125  0.03
O -1.165 -1.811 -3.060  0.24
H -0.674 1.599 -0.316  0.02
C 0.754 0.089 0.164  0.03
C 1.807 1.011 0.092  -0.02
C 3.098 0.651 0.475  0.01
C 3.349 -0.631 0.966  0.00
C 2.311 -1.561 1.032  0.01
C 1.026 -1.208 0.624  -0.02
C -2.311 0.646 -2.177  -0.03
H 0.387 -1.557 -1.800  -0.01
H 1.616 2.011 -0.302  0.00
H 3.913 1.369 0.376  0.00
H 4.355 -0.909 1.288  0.00
H 2.495 -2.560 1.431  0.00
H 0.237 -1.963 0.627  0.00
H -3.206 0.002 -2.161  0.03
H -2.565 1.588 -1.674  0.00
H -2.077 0.850 -3.229  0.03
C -1.935 0.249 1.176  0.21
H -2.815 0.785 0.815  -0.01
H -2.076 -0.827 1.284  -0.01
N -1.496 0.827 2.430  -0.01
O -1.505 2.043 2.535  0.01
O -1.118 0.072 3.311  0.03

Largest force on an atom   0.0564 hartree/bohr
<S²>   0.770
Spin multiplicity   2
Energy   -706.65342 Ha
Kohn-Sham gap (spin up / spin down)   8.68 / 7.55 eV

---

Entry from the Open Molecules 2025 dataset: an isolated molecule of C11H12O2 (ωB97M-V/def2-TZVPD).

Last column: natural (NBO) charge in e.
CARTESIAN COORDINATES (ANGSTROEM)
O 1.675 -1.192 1.633  -0.59
C 1.851 -1.169 0.436  0.80
O 2.922 -1.944 0.098  -0.71
C 1.172 -0.360 -0.718  -0.35
C 1.584 1.040 -0.950  -0.41
C 1.305 1.844 0.219  -0.44
C -0.109 1.953 0.443  -0.37
C -0.901 0.557 0.267  -0.01
C -2.272 0.515 0.537  -0.20
C -3.012 -0.614 0.455  -0.22
C -2.438 -1.775 -0.217  -0.19
C -1.183 -1.720 -0.700  -0.23
C -0.376 -0.517 -0.448  -0.01
H 2.835 -2.847 0.850  0.51
H 1.486 -1.001 -1.530  0.25
H 1.047 1.636 -1.722  0.22
H 2.681 1.436 -1.242  0.24
H 1.488 1.330 1.050  0.22
H 1.794 2.869 0.220  0.21
H -0.604 2.330 -0.627  0.19
H -0.363 2.598 1.354  0.24
H -2.809 1.311 1.244  0.21
H -4.001 -0.889 0.556  0.22
H -3.063 -2.748 -0.190  0.21
H -0.707 -2.643 -1.020  0.22

Largest force on an atom   0.1198 hartree/bohr
Energy   -576.70400 Ha
Kohn-Sham gap   9.45 eV

---

Entry from the Open Molecules 2025 dataset: a structure of composition C11H13BBrCaN (ωB97M-V/def2-TZVPD).

Last column: natural (NBO) charge in e.
CARTESIAN COORDINATES (ANGSTROEM)
C 2.203 -0.150 -0.043  -0.47
C 2.259 1.099 0.611  -0.35
C 1.830 0.948 1.949  -0.33
H 2.561 2.049 0.190  0.20
C 1.466 -0.422 2.161  -0.36
C 1.666 -1.103 0.933  -0.47
H 1.578 -2.192 0.775  0.20
H 2.630 -0.416 -1.021  0.21
H 1.719 1.731 2.703  0.22
H 1.156 -0.833 3.125  0.20
Ca -0.626 0.049 -0.360  1.80
Br -1.477 2.569 -1.605  -0.92
C -2.287 -1.784 -2.424  -0.43
C -1.629 -2.975 -1.973  -0.39
C -0.346 -3.033 -2.596  -0.37
H -2.058 -3.745 -1.305  0.19
C -0.212 -1.882 -3.435  -0.37
C -1.404 -1.105 -3.316  -0.39
H -1.631 -0.179 -3.857  0.22
H -3.327 -1.507 -2.194  0.20
H 0.399 -3.841 -2.470  0.19
H 0.635 -1.687 -4.111  0.19
B -0.749 3.373 3.409  -0.58
C -1.011 2.413 2.193  0.35
N -1.223 1.591 1.362  -0.69
H -0.031 2.873 4.313  -0.02
H -1.847 3.680 3.856  -0.01
H -0.245 4.478 3.131  -0.01

Net charge   -2
Largest force on an atom   0.0735 hartree/bohr
Energy   -3758.27593 Ha
Kohn-Sham gap   6.98 eV

---

Entry from the Open Molecules 2025 dataset: a structure of composition C11H13BN5O4S4SbSn (ωB97M-V/def2-TZVPD).

Last column: Mulliken spin population.
CARTESIAN COORDINATES (ANGSTROEM)
Sn -0.163 0.118 -0.163  0.00
S -1.206 -1.718 -3.716  0.52
Sb 1.260 -1.907 -4.604  -0.02
S -0.039 -2.753 -2.495  0.51
S 2.320 -0.109 -3.940  -0.01
O 4.573 -5.330 1.730  0.00
C 4.052 -4.531 2.527  0.00
O 4.226 -4.331 3.738  0.00
C 3.135 -3.480 1.841  0.00
C 3.173 -3.307 0.464  0.00
C 2.330 -2.383 -0.127  0.00
N 1.444 -1.681 0.581  0.00
C 1.426 -1.816 1.913  0.00
C 2.261 -2.688 2.582  0.00
C 0.434 -0.913 2.620  0.00
O 0.513 -0.679 3.806  0.00
O -0.497 -0.435 1.833  0.00
H 3.857 -3.915 -0.114  0.00
H 2.354 -2.185 -1.195  -0.01
H 2.259 -2.762 3.661  0.00
N -1.755 -2.853 0.351  0.00
N -1.983 -1.526 -0.142  0.00
H -2.426 -3.057 1.084  0.00
H -0.844 -2.847 0.798  0.00
H -2.581 -0.975 0.469  0.00
H -2.449 -1.580 -1.042  0.00
B -4.113 3.076 -1.412  0.00
C -3.129 1.994 -0.818  0.00
N -2.410 1.209 -0.362  0.00
H -5.234 2.625 -1.328  0.00
H -3.779 3.271 -2.561  0.00
H -3.982 4.070 -0.727  0.00
S -0.911 3.781 3.142  0.00
C -1.098 4.391 1.552  0.00
C -0.553 3.522 0.669  0.00
N 0.006 2.397 1.225  0.00
C -0.118 2.405 2.523  0.00
H -1.610 5.314 1.337  0.00
H -0.549 3.645 -0.403  0.00
H 0.208 1.600 3.171  0.00

Net charge   -1
Largest force on an atom   0.0198 hartree/bohr
<S²>   0.756
Spin multiplicity   2
Energy   -3073.99217 Ha
Kohn-Sham gap (spin up / spin down)   6.15 / 4.66 eV

---

Entry from the Open Molecules 2025 dataset: a cluster of 2 separate species, C11H13BrN2 in total (ωB97M-V/def2-TZVPD).

Last column: natural (NBO) charge in e.
CARTESIAN COORDINATES (ANGSTROEM)
C -0.185 3.150 0.334  -0.22
C -0.556 2.347 -0.797  -0.19
C 0.367 2.529 1.404  -0.20
C -0.347 0.966 -0.818  -0.20
C 0.264 1.132 1.504  -0.19
C 0.000 0.336 0.370  -0.11
C 0.625 -3.128 1.471  0.06
C 0.891 -1.645 1.675  -0.55
C 0.215 -1.080 0.542  0.27
C -1.647 -2.260 -0.924  -0.42
C 2.505 -0.676 -0.706  -0.60
N -0.180 -3.384 0.507  -0.23
N -0.461 -2.142 -0.106  -0.25
Br 2.983 1.127 -0.523  0.00
H -0.269 4.249 0.341  0.22
H -0.740 2.718 -1.801  0.21
H 0.573 3.188 2.250  0.22
H -0.402 0.550 -1.748  0.21
H 0.757 0.596 2.357  0.21
H 1.147 -3.981 1.995  0.21
H 0.470 -1.298 2.621  0.24
H 2.008 -1.532 2.003  0.26
H -2.498 -2.059 -0.193  0.21
H -1.561 -1.370 -1.658  0.21
H -1.490 -3.256 -1.438  0.25
H 2.436 -0.787 -1.801  0.18
H 3.318 -1.221 -0.264  0.17

Largest force on an atom   0.0808 hartree/bohr
Energy   -3110.28191 Ha
Kohn-Sham gap (spin up / spin down)   6.27 / 7.45 eV

---

Entry from the Open Molecules 2025 dataset: a cluster of 2 separate species, C11H13BrN2O5 in total (ωB97M-V/def2-TZVPD).

Last column: natural (NBO) charge in e.
CARTESIAN COORDINATES (ANGSTROEM)
H 3.293 -2.157 1.153  0.35
N 2.899 -1.489 1.814  -0.58
C 2.433 -0.478 1.207  0.13
C 1.832 0.634 2.021  -0.53
C 0.583 1.263 1.505  -0.04
C -0.697 0.938 1.694  -0.06
C -1.259 -0.222 2.445  -0.57
C -2.029 -1.173 1.549  0.55
O -2.672 -0.879 0.611  -0.47
Br -1.901 -3.045 2.085  -0.03
C -1.543 2.010 1.090  0.76
O -2.710 2.089 0.931  -0.47
O -0.669 3.023 0.662  -0.50
C 0.590 2.496 0.658  0.76
O 1.509 2.950 0.051  -0.51
H 2.496 -0.400 0.122  0.16
H 2.577 1.426 2.134  0.26
H 1.646 0.224 3.012  0.25
H -1.932 0.119 3.235  0.28
H -0.461 -0.789 2.918  0.26
C 0.330 0.870 -2.367  -0.40
N 0.301 -0.471 -1.814  -0.63
C -0.382 -1.582 -2.204  0.68
C -1.300 -1.455 -3.392  -0.72
O -0.238 -2.622 -1.581  -0.63
H 1.353 1.139 -2.634  0.20
H -0.025 1.567 -1.612  0.19
H -0.299 0.953 -3.247  0.22
H 0.859 -0.644 -0.996  0.39
H -1.767 -2.419 -3.566  0.25
H -2.075 -0.713 -3.200  0.23
H -0.743 -1.163 -4.283  0.23

Largest force on an atom   0.0157 hartree/bohr
Energy   -3486.70150 Ha
Kohn-Sham gap   8.50 eV

---

Entry from the Open Molecules 2025 dataset: a structure of composition C11H13BrOOs (ωB97M-V/def2-TZVPD).

Last column: Mulliken spin population.
CARTESIAN COORDINATES (ANGSTROEM)
C -1.847 -0.786 0.195  0.00
C -1.607 -1.302 1.530  0.09
C -1.857 -0.208 2.439  0.05
H -1.350 -2.324 1.798  -0.02
C -2.053 1.000 1.686  -0.01
C -2.098 0.629 0.309  0.18
H -2.305 1.307 -0.521  0.04
H -1.880 -1.381 -0.715  0.00
H -1.905 -0.268 3.521  0.00
H -2.186 2.001 2.102  0.01
Os -0.086 0.079 1.102  2.27
Br 1.841 -0.862 0.124  0.16
C 2.474 0.653 -2.815  0.20
C 1.429 1.450 -3.354  0.36
C 0.451 0.575 -3.908  -0.08
H 1.398 2.532 -3.370  0.02
C 0.900 -0.762 -3.719  0.39
C 2.149 -0.715 -3.043  0.08
H 2.754 -1.567 -2.766  0.00
H 3.371 1.016 -2.332  0.01
H -0.460 0.877 -4.411  0.00
H 0.398 -1.659 -4.058  0.02
C 0.465 -0.035 4.080  0.00
O 0.812 -0.498 2.789  0.23
H 1.408 0.189 4.600  0.01
H -0.063 -0.821 4.656  0.01
H -0.156 0.878 4.080  0.00

Largest force on an atom   0.0792 hartree/bohr
<S²>   6.030
Spin multiplicity   5
Energy   -3166.65605 Ha
Kohn-Sham gap (spin up / spin down)   7.14 / 6.00 eV

---

Entry from the Open Molecules 2025 dataset: an isolated molecule of C11H13ClN4 (ωB97M-V/def2-TZVPD).

Last column: natural (NBO) charge in e.
CARTESIAN COORDINATES (ANGSTROEM)
N -2.053 2.401 2.794  -0.04
Cl 3.518 0.730 -1.975  0.00
N 0.288 1.579 2.923  -0.33
N -0.906 2.046 2.832  0.22
C 2.938 1.674 0.480  -0.21
C 2.150 1.897 1.611  -0.21
C 2.530 0.813 -0.540  -0.03
C 0.977 1.225 1.780  0.10
C 1.346 0.088 -0.371  -0.03
C 0.560 0.237 0.825  0.00
N -1.599 -0.805 -1.152  -0.48
C -2.172 -2.167 -1.277  -0.41
C 0.852 -0.894 -1.399  -0.46
C -0.670 -0.602 1.117  -0.46
C -0.459 -0.459 -2.008  -0.20
C -1.799 -0.145 0.163  -0.19
H 3.853 2.276 0.360  0.23
H 2.472 2.597 2.350  0.23
H -1.409 -2.936 -1.073  0.17
H -3.038 -2.350 -0.594  0.21
H -2.571 -2.296 -2.300  0.20
H 0.733 -1.879 -0.936  0.22
H 1.569 -1.048 -2.230  0.23
H -0.491 -1.658 0.996  0.22
H -1.014 -0.439 2.166  0.22
H -0.545 -0.926 -2.968  0.20
H -0.447 0.609 -2.219  0.20
H -2.755 -0.480 0.581  0.20
H -1.859 0.912 0.066  0.20

Largest force on an atom   0.1517 hartree/bohr
Energy   -1106.07787 Ha
Kohn-Sham gap   8.48 eV

---

Entry from the Open Molecules 2025 dataset: a structure of composition C11H13ClNO5SeTc (ωB97M-V/def2-TZVPD).

Last column: Mulliken spin population.
CARTESIAN COORDINATES (ANGSTROEM)
Tc 0.104 -0.231 -0.546  1.03
C -2.979 1.472 0.890  0.00
C -2.348 1.532 -0.487  0.00
C -3.270 2.056 -1.562  0.00
O -1.955 0.126 -0.836  -0.01
C -1.052 2.340 -0.419  0.01
O -1.013 3.519 -0.546  0.01
O 0.041 1.587 -0.101  0.03
H -3.888 0.873 0.855  0.00
H -3.235 2.484 1.205  0.00
H -2.290 1.046 1.619  0.00
H -4.207 1.500 -1.563  0.00
H -2.803 2.008 -2.548  0.00
H -3.486 3.103 -1.358  0.00
H -2.279 -0.070 -1.730  0.00
Se -0.356 -1.436 1.361  -0.13
C 1.344 -1.330 2.246  0.00
C 2.081 -0.156 2.220  -0.01
C 3.333 -0.164 2.828  0.00
N 3.841 -1.234 3.431  0.00
C 3.115 -2.347 3.457  0.00
C 1.853 -2.450 2.879  0.00
H 1.702 0.759 1.776  0.00
H 3.941 0.733 2.836  0.00
H 3.552 -3.202 3.959  0.00
H 1.309 -3.385 2.924  0.00
Cl -0.111 0.125 -3.448  0.01
C 0.969 -1.253 -3.805  0.01
C 1.881 -1.559 -2.638  0.01
O 2.963 -2.021 -2.786  0.00
O 1.339 -1.318 -1.424  0.03
H 1.564 -0.993 -4.673  0.00
H 0.340 -2.115 -4.016  0.00

Net charge   +1
Largest force on an atom   0.0102 hartree/bohr
<S²>   0.771
Spin multiplicity   2
Energy   -3800.08309 Ha
Kohn-Sham gap (spin up / spin down)   6.81 / 6.97 eV

---

Entry from the Open Molecules 2025 dataset: an isolated molecule of C11H13ClSi (ωB97M-V/def2-TZVPD).

Last column: natural (NBO) charge in e.
CARTESIAN COORDINATES (ANGSTROEM)
C -3.151 -1.500 0.851  -1.09
Si -2.484 -0.251 -0.415  1.36
C -3.410 1.394 -0.201  -1.09
C -0.635 0.037 -0.214  -0.40
C 0.109 1.086 0.157  -0.19
C 1.534 0.804 0.117  -0.08
C 2.626 1.593 0.446  -0.19
C 3.896 1.054 0.322  -0.21
C 4.082 -0.250 -0.108  -0.21
C 2.996 -1.047 -0.443  -0.21
C 1.731 -0.513 -0.332  0.03
C 0.423 -1.145 -0.646  -0.24
Cl 0.144 -2.658 0.233  -0.04
H -3.217 -1.066 1.846  0.24
H -4.149 -1.833 0.574  0.24
H -2.521 -2.382 0.925  0.25
H -2.652 -0.772 -1.789  -0.19
H -3.278 2.042 -1.060  0.24
H -4.475 1.222 -0.075  0.24
H -3.057 1.941 0.669  0.24
H -0.281 2.045 0.454  0.22
H 2.499 2.604 0.803  0.21
H 4.759 1.657 0.565  0.21
H 5.082 -0.645 -0.193  0.21
H 3.143 -2.064 -0.778  0.22
H 0.285 -1.354 -1.708  0.24

Largest force on an atom   0.0496 hartree/bohr
Energy   -1176.65248 Ha
Kohn-Sham gap   9.02 eV

---

Q: largest force on an atom of number 11 (C11H13ClNO5SeTc)?
A: 0.0102 hartree/bohr